Entry 1:
78
Properties=species:S:1:pos:R:3:forces:R:3:mulliken_charge:R:1 method="wB97M-V/def2-TZVPD" mol_weight_da=832.777 homo_ev="-7.12 / -7.14" fmax_ha_per_bohr=0.02952 spin_multiplicity=5 de_lowest_ev=0.166 charge=0 orbital_gap_ev="7.4 / 7.5"
Pm -0.224369 -0.893862 0.671714 0.61 -0.23 0.78 0.346
C 2.464788 1.454253 -0.672078 0.05 0.04 0.09 -1.446
N 2.424382 0.582824 0.513279 0.10 0.00 -0.23 1.591
C 2.461563 1.439772 1.718923 -0.14 0.01 0.00 -1.461
C 1.093351 1.976688 2.106170 0.09 -0.16 -0.08 -0.117
N 0.241245 0.909181 2.633081 0.16 -0.30 -0.01 1.033
C 0.800975 0.436048 3.927395 -0.03 0.13 0.02 -1.367
C -1.145440 1.265125 2.807619 -0.75 -1.21 0.23 0.531
C -1.588369 2.567882 2.806001 -1.16 0.72 0.10 -0.350
C -2.953442 2.865238 2.985906 0.58 -0.47 -0.01 -0.711
C -3.869333 1.832688 3.210552 0.24 0.70 -0.05 -0.625
C -3.446199 0.526833 3.240007 1.45 -0.40 -0.22 -0.859
C -2.074874 0.192209 3.015483 -0.80 1.23 0.13 0.255
S -1.621560 -1.485861 2.968192 0.27 -0.58 -0.19 -0.278
C 3.559235 -0.333398 0.536964 0.02 -0.02 -0.01 -0.402
C 4.791314 0.037772 0.002712 -0.04 0.03 -0.06 -0.397
C 5.883489 -0.814195 0.039364 0.00 -0.04 0.00 -0.895
C 5.752299 -2.061406 0.632618 0.04 0.01 -0.01 -0.754
C 4.539171 -2.435288 1.181841 0.00 0.08 -0.02 -0.743
C 3.423864 -1.586549 1.154085 -0.11 -0.05 -0.06 0.739
S 1.943662 -2.144967 1.912943 -0.13 0.13 0.28 -0.241
H 3.308216 2.152674 -0.639158 0.01 -0.01 -0.01 0.419
H 1.554637 2.042173 -0.728801 -0.04 0.01 0.00 0.141
H 2.537486 0.849951 -1.573772 -0.03 0.01 -0.02 0.441
H 3.130014 2.291276 1.538306 0.06 -0.02 0.02 0.333
H 2.883688 0.867624 2.540312 0.01 -0.04 -0.02 0.653
H 0.604181 2.427867 1.239710 -0.03 0.02 -0.02 -0.600
H 1.239540 2.759299 2.861102 -0.04 0.08 -0.03 0.574
H 1.027834 1.303787 4.559431 -0.02 0.02 -0.03 0.293
H 1.691346 -0.161763 3.766177 -0.01 -0.02 -0.01 0.253
H 0.075770 -0.189452 4.430197 -0.06 -0.08 -0.01 0.459
H -0.892686 3.384888 2.669731 -0.02 0.01 -0.02 0.459
H -3.281464 3.896878 2.970671 0.01 -0.02 -0.01 0.410
H -4.917637 2.061915 3.359371 0.02 0.02 0.00 0.385
H -4.143297 -0.284365 3.402968 0.03 -0.01 -0.03 0.422
H 4.910680 1.007512 -0.460778 0.01 -0.03 0.01 0.321
H 6.825738 -0.503905 -0.393133 -0.01 0.01 0.01 0.404
H 6.598253 -2.737617 0.668104 -0.04 -0.01 0.01 0.401
H 4.422635 -3.399993 1.660188 0.02 0.00 -0.01 0.516
C 3.481705 -5.618622 -0.843745 -0.06 0.03 0.02 -1.557
C 2.040662 -5.216598 -0.697445 0.03 -0.11 -0.02 0.841
C 1.039214 -6.161483 -0.485508 -0.03 0.06 0.02 -0.448
C -0.271761 -5.755922 -0.322805 0.03 -0.10 -0.03 -0.544
C -0.525224 -4.396130 -0.375079 -0.13 0.10 -0.06 0.188
Br -2.298474 -3.752660 -0.193931 0.13 -0.12 0.04 -0.112
N 0.397410 -3.471563 -0.551717 -0.22 0.18 -0.02 -0.044
C 1.658139 -3.889061 -0.718137 0.07 0.12 -0.09 -0.681
H 3.573546 -6.514806 -1.457387 0.03 0.01 -0.02 0.493
H 3.910384 -5.840564 0.136045 0.01 0.01 -0.02 0.261
H 4.073494 -4.822212 -1.294027 -0.01 -0.01 0.02 0.350
H 1.291870 -7.214910 -0.448616 -0.03 0.00 0.00 0.437
H -1.079321 -6.455499 -0.164462 0.03 0.00 0.01 0.428
H 2.400087 -3.114136 -0.865709 0.01 0.01 0.04 0.547
C -1.361900 4.502964 -0.455564 -0.01 -0.05 -0.04 -1.121
C -2.221302 3.583913 -1.300245 0.13 0.10 -0.09 0.729
C -3.607333 4.147005 -1.544555 -0.02 -0.06 0.04 -1.545
O -2.340482 2.341827 -0.575602 -0.14 -0.03 0.02 -0.118
P -2.255714 0.910179 -1.264531 -0.51 0.08 -0.24 0.656
S -3.058916 -0.364523 -0.009999 0.32 0.10 -0.24 -0.479
S -0.364300 0.508670 -1.805441 -0.10 -0.03 0.07 -0.676
O -3.128118 1.146335 -2.583085 0.10 0.22 0.03 -0.001
C -2.947862 0.481800 -3.852801 -0.14 -0.13 -0.05 0.564
C -3.451972 1.437724 -4.917211 0.02 -0.05 0.15 -1.460
C -3.694871 -0.836780 -3.837120 0.02 -0.01 0.02 -1.243
H -1.220317 5.454928 -0.969432 0.00 0.01 0.04 0.485
H -0.383437 4.054635 -0.272909 -0.02 0.02 -0.02 0.058
H -1.850890 4.681758 0.503756 0.03 0.02 -0.01 0.187
H -1.722939 3.389030 -2.255028 0.01 -0.03 0.01 0.304
H -4.098071 4.349117 -0.589957 0.02 0.01 -0.03 0.320
H -4.215923 3.437193 -2.103029 0.02 0.02 -0.01 0.316
H -3.536625 5.077719 -2.110542 -0.02 0.00 0.02 0.439
H -1.882550 0.297999 -3.991940 0.09 0.03 0.03 0.271
H -4.518973 1.620264 -4.777646 0.01 0.02 -0.03 0.315
H -3.294015 1.007832 -5.907391 -0.01 0.02 0.02 0.431
H -2.921500 2.388322 -4.856048 -0.01 0.00 -0.04 0.324
H -4.761384 -0.664309 -3.678451 0.03 -0.01 -0.01 0.294
H -3.326672 -1.479705 -3.035667 -0.01 0.01 -0.03 0.211
H -3.556364 -1.349498 -4.790427 -0.02 -0.01 0.01 0.446

=====

Entry 2:
71
Properties=species:S:1:pos:R:3:forces:R:3:mulliken_charge:R:1 method="wB97M-V/def2-TZVPD" mol_weight_da=486.485 homo_ev="-6.80 / -6.83" fmax_ha_per_bohr=0.03194 spin_multiplicity=5 de_lowest_ev=0.191 charge=0 orbital_gap_ev="7.5 / 7.3"
Fe 0.092767 0.296767 -0.022501 -0.14 0.65 0.64 0.625
C 3.411756 0.721276 0.510421 -0.08 -0.08 0.09 -1.340
N 2.371253 0.954525 -0.493399 -0.23 -0.39 -0.16 1.125
C 2.518160 0.003424 -1.609491 0.17 -0.04 0.00 -1.098
C 2.370115 2.316754 -0.988455 -0.15 0.12 0.06 0.043
C 3.514800 2.905862 -1.497501 0.07 -0.02 -0.05 -0.340
C 3.482935 4.182108 -2.036457 0.02 0.03 -0.01 -0.915
C 2.267774 4.851498 -2.093080 0.09 -0.02 0.00 -0.784
C 1.119193 4.276194 -1.586010 -0.09 -0.08 0.10 -0.608
C 1.140155 3.004708 -0.977971 0.13 0.13 -0.15 -0.088
N 0.044970 2.349938 -0.478675 -0.01 -1.33 0.34 0.148
C -1.142877 2.976971 -0.163758 -0.12 0.25 0.02 -0.183
C -1.252741 4.275953 0.356000 0.07 -0.06 -0.10 -0.573
C -2.486586 4.840137 0.628178 -0.07 -0.03 -0.01 -0.714
C -3.651069 4.120632 0.404474 -0.02 0.02 0.00 -0.855
C -3.558460 2.808227 -0.036452 -0.11 -0.07 0.05 -0.270
C -2.327448 2.225896 -0.284707 0.09 0.13 0.03 -0.093
N -2.182559 0.840319 -0.656810 0.28 -0.27 0.00 1.377
C -2.139535 0.673957 -2.115941 -0.01 0.00 -0.09 -1.285
C -3.193818 -0.041710 -0.069845 0.02 -0.12 -0.02 -1.364
H 4.419881 0.805571 0.090667 -0.01 0.00 -0.03 0.355
H 3.290233 -0.281518 0.920042 0.02 0.01 0.00 0.207
H 3.306100 1.448007 1.313867 0.00 -0.01 0.00 0.407
H 3.472045 0.130955 -2.135808 -0.01 0.02 0.01 0.439
H 1.714005 0.162573 -2.332904 0.01 0.00 -0.01 0.270
H 2.464549 -1.018925 -1.227662 -0.04 0.02 -0.02 0.355
H 4.454396 2.365273 -1.491967 -0.03 -0.05 0.04 0.329
H 4.386804 4.634873 -2.420828 -0.01 0.00 -0.01 0.397
H 2.217734 5.834461 -2.545150 -0.04 0.00 0.00 0.393
H 0.177465 4.798537 -1.672784 0.00 0.04 0.03 0.540
H -0.347363 4.831504 0.559990 0.00 0.03 -0.04 0.645
H -2.541615 5.846503 1.024196 0.03 0.00 -0.01 0.393
H -4.621521 4.563550 0.584000 0.01 0.00 0.03 0.401
H -4.466350 2.233974 -0.177534 0.03 -0.03 0.02 0.389
H -3.071380 1.011627 -2.585605 -0.01 0.00 0.04 0.304
H -1.996193 -0.382239 -2.355385 0.02 0.02 0.01 0.474
H -1.313061 1.256517 -2.524118 -0.01 0.00 0.00 0.242
H -4.152592 0.010707 -0.598537 0.01 0.03 -0.03 0.454
H -3.354298 0.229544 0.970694 0.02 -0.01 -0.03 0.457
H -2.828339 -1.069501 -0.110883 -0.02 0.00 -0.02 0.102
C 0.046114 -6.356689 0.829031 0.00 0.07 0.00 -1.545
C 0.013120 -4.978414 0.220545 0.00 0.02 -0.12 0.191
C 0.032795 -4.829242 -1.160376 0.00 0.00 0.02 -0.894
C -0.010188 -3.553131 -1.717986 0.00 -0.09 -0.10 0.057
C 0.005474 -3.375641 -3.215147 0.00 0.04 0.11 -1.539
C -0.066734 -2.462078 -0.878940 0.00 0.08 0.37 0.884
C -0.059785 -2.551645 0.545731 -0.03 -0.30 -0.36 0.252
C -0.033425 -3.868316 1.055369 0.01 0.01 0.07 -0.995
N -0.075820 -1.368720 1.212409 0.20 1.49 -0.66 0.575
C -0.107505 -1.069866 2.646643 -0.02 0.11 0.27 1.747
C 1.145173 -0.240259 2.990628 -0.19 -0.18 -0.10 -1.529
C -1.336428 -0.178536 2.916370 0.19 -0.21 -0.07 -1.457
C -0.165281 -2.254273 3.611979 -0.02 0.06 -0.07 -2.496
H 0.046529 -7.122500 0.054726 0.00 -0.03 0.02 0.369
H -0.821814 -6.516386 1.471090 0.01 -0.03 0.01 0.336
H 0.939518 -6.488942 1.442162 -0.01 -0.02 0.01 0.316
H 0.075693 -5.699336 -1.804934 -0.01 0.00 0.01 0.230
H 0.010989 -4.344119 -3.712659 0.00 0.02 -0.04 0.387
H 0.893120 -2.824470 -3.533219 -0.01 0.00 -0.03 0.307
H -0.871017 -2.821185 -3.556628 0.01 0.00 -0.02 0.302
H -0.131769 -1.464412 -1.334872 -0.01 -0.10 -0.10 0.246
H -0.041590 -4.052339 2.117208 0.01 -0.01 -0.12 0.507
H 1.192821 0.638436 2.338876 0.07 0.04 0.06 0.211
H 2.042943 -0.840437 2.836184 0.02 0.03 -0.01 0.296
H 1.122509 0.105271 4.026454 0.00 0.00 -0.01 0.475
H -1.321244 0.679965 2.236370 -0.09 0.08 0.07 0.106
H -1.335199 0.190796 3.944023 0.00 0.04 -0.02 0.525
H -2.256861 -0.740182 2.749202 0.01 0.02 -0.03 0.320
H 0.723584 -2.878595 3.525715 -0.02 0.00 0.07 0.454
H -1.054956 -2.859693 3.439448 0.02 -0.02 0.05 0.477
H -0.210071 -1.870492 4.632315 0.00 0.01 0.01 0.521

=====

Entry 3:
85
Properties=species:S:1:pos:R:3:forces:R:3:mulliken_charge:R:1 method="wB97M-V/def2-TZVPD" mol_weight_da=736.437 homo_ev="-9.91 / -9.91" fmax_ha_per_bohr=0.01933 spin_multiplicity=6 de_lowest_ev=0.346 charge=+1 orbital_gap_ev="6.8 / 5.3"
Fe -0.667142 0.717329 -0.191634 -0.20 0.29 0.93 1.158
O -2.790248 -2.392903 5.553899 -0.06 0.05 -0.08 -0.713
C -1.712491 -1.790858 5.472164 0.03 -0.11 0.03 0.376
O -0.675832 -1.815110 6.150507 0.05 0.10 -0.04 -0.723
C -1.608517 -0.859409 4.225944 0.03 -0.03 0.06 -0.682
C -2.592452 -0.880857 3.245949 -0.07 0.06 -0.11 -0.774
C -2.381392 -0.176367 2.078289 -0.08 0.00 -0.04 0.362
N -1.269228 0.538963 1.876410 0.26 -0.07 -0.06 0.431
C -0.364096 0.650732 2.854728 -0.05 0.02 0.08 1.090
C -0.499712 -0.044263 4.043154 0.03 0.03 -0.07 -0.836
C 0.712713 1.623358 2.556447 0.03 -0.05 0.05 0.086
C 1.632108 2.052849 3.506150 -0.02 0.00 -0.03 -0.726
C 2.535470 3.042828 3.159122 -0.04 -0.01 -0.05 -0.689
C 2.478136 3.587376 1.883528 -0.01 -0.02 0.01 -1.240
C 1.541407 3.086238 0.995830 0.03 0.04 -0.05 -0.178
N 0.694079 2.113730 1.313825 -0.19 0.10 0.01 0.530
C -3.329031 -0.074082 0.944104 0.01 0.03 0.13 0.651
C -4.629607 -0.549421 0.958818 0.05 0.03 0.04 -0.579
C -5.443822 -0.288991 -0.132416 0.00 0.01 -0.02 -0.750
C -4.943782 0.442797 -1.198181 0.02 0.02 0.03 -1.054
C -3.626607 0.866372 -1.147866 -0.09 -0.04 0.03 -0.037
N -2.843724 0.605153 -0.103533 0.00 -0.25 -0.47 0.980
H -3.474365 -1.478086 3.439219 -0.01 -0.01 0.01 0.637
H 0.232169 -0.023226 4.839778 0.01 0.00 0.01 0.633
H 1.620197 1.636939 4.503114 0.00 -0.01 0.00 0.469
H 3.258839 3.398415 3.880405 0.00 0.01 0.01 0.480
H 3.137473 4.388097 1.579601 0.01 -0.01 0.00 0.510
H 1.468070 3.482915 -0.009341 0.00 -0.01 0.02 0.435
H -5.002134 -1.092097 1.815859 0.01 0.01 0.00 0.514
H -6.465929 -0.643034 -0.141307 -0.01 0.00 0.00 0.462
H -5.556461 0.682907 -2.054794 0.01 0.00 -0.01 0.503
H -3.180863 1.419954 -1.961581 -0.01 -0.02 -0.04 0.281
C 1.591296 2.954246 -2.760007 0.05 0.02 -0.02 -1.447
C 0.125587 2.881228 -3.180994 -0.12 -0.09 0.01 1.123
O -0.142775 3.650150 -4.348978 -0.01 0.09 -0.04 -0.659
P -0.971672 3.576418 -1.919089 0.09 0.07 0.02 -0.073
O -2.370202 3.865325 -2.584980 0.00 0.02 -0.08 -0.423
O -0.303015 4.972419 -1.581793 -0.13 -0.05 0.05 -0.507
O -1.158967 2.711237 -0.719969 0.20 -0.02 -0.02 -0.372
P -0.293410 1.104707 -3.482850 -0.08 -0.06 0.21 0.787
O -1.821462 1.121879 -3.983596 0.03 0.01 -0.16 -0.601
O 0.631414 0.566192 -4.487019 0.02 0.04 -0.01 -0.794
O -0.381343 0.493835 -2.081770 0.08 -0.03 -0.12 -0.896
H 1.885425 3.983294 -2.557729 0.00 0.01 -0.01 0.454
H 2.196845 2.555161 -3.574784 0.01 0.00 0.01 0.502
H 1.777737 2.335818 -1.879874 0.00 0.00 -0.01 -0.014
H 0.395712 3.300987 -5.072632 -0.01 -0.01 -0.01 0.480
H -2.303230 4.177989 -3.502809 0.02 -0.03 0.06 0.379
H -0.850724 5.575622 -1.056442 0.08 -0.04 -0.04 0.369
H -1.872997 0.966115 -4.937644 -0.01 0.04 0.09 0.332
C 4.794626 0.977659 -0.330639 0.01 0.00 0.00 -1.488
C 4.079152 -0.369224 -0.162250 -0.04 0.01 0.03 1.831
C 4.471166 -1.033791 1.164971 0.00 0.01 0.00 -1.590
C 4.361815 -1.295011 -1.351323 0.00 -0.01 -0.01 -1.653
C 2.632948 -0.105968 -0.118011 -0.01 0.00 -0.04 -0.157
N 1.507751 0.103434 -0.069522 0.03 -0.09 -0.31 -0.124
H 5.870256 0.803341 -0.324092 0.01 0.01 0.00 0.455
H 4.549197 1.658871 0.484839 0.01 -0.01 0.00 0.295
H 4.529434 1.449565 -1.277086 0.00 0.00 -0.01 0.308
H 5.525396 -1.305602 1.121432 0.01 0.01 0.01 0.441
H 3.890375 -1.938659 1.343086 0.01 -0.02 -0.02 0.330
H 4.321938 -0.354069 2.004131 -0.01 0.00 0.01 0.360
H 5.437513 -1.455521 -1.418033 0.01 -0.01 0.00 0.432
H 4.017538 -0.855462 -2.287264 0.01 0.01 0.00 0.392
H 3.875606 -2.261655 -1.222509 -0.01 -0.01 0.01 0.363
C 0.291283 -4.715435 0.480619 0.00 0.03 -0.09 -1.157
N 0.019195 -3.280871 0.530347 0.05 -0.11 0.07 0.075
C 0.559338 -2.573452 1.698133 -0.12 0.04 0.06 -0.592
C -0.795383 -2.566144 -0.277886 0.02 0.17 -0.02 0.098
O -0.883921 -1.323854 -0.022671 -0.06 -0.13 -0.30 0.692
N -1.505891 -3.081263 -1.309800 0.09 0.00 0.05 0.050
C -1.820739 -4.466247 -1.649614 0.02 -0.02 0.04 -1.072
C -2.255284 -2.185609 -2.182168 -0.02 0.04 0.03 -0.386
H 1.057116 -4.927821 1.218845 0.05 -0.01 -0.05 0.307
H 0.676333 -5.018785 -0.492329 -0.09 0.00 -0.03 0.402
H -0.576927 -5.315028 0.748588 0.01 -0.03 0.05 0.416
H 1.296182 -3.211509 2.174829 0.01 -0.01 0.01 0.471
H -0.222279 -2.356085 2.425580 -0.01 0.00 0.02 0.245
H 1.031505 -1.642239 1.403166 -0.03 -0.06 0.05 -0.355
H -1.445403 -5.187940 -0.948070 0.03 -0.03 0.08 0.413
H -1.426749 -4.697291 -2.640840 0.01 -0.01 0.01 0.316
H -2.907049 -4.570020 -1.683409 0.01 0.00 -0.01 0.352
H -1.893449 -1.174487 -2.109834 0.06 0.11 0.02 -0.547
H -3.320188 -2.218534 -1.933425 0.00 0.01 0.00 0.292
H -2.129854 -2.526159 -3.211027 -0.02 0.00 0.01 0.536